Below is a cluster of 7 separate species, C45H76O20 in total in a non-equilibrium geometry, with properties calculated with ωB97M-V/def2-TZVPD.

```
141
Properties=species:S:1:pos:R:3:forces:R:3
C 4.701 -2.496 -0.078 0.0 0.4 0.2
O -2.412 8.112 0.212 0.0 0.0 0.0
H 3.901 -2.979 5.829 -0.1 0.1 -0.1
H 0.976 -0.387 0.997 0.1 0.0 0.1
H -0.306 -2.962 -5.728 0.0 0.0 0.0
H -4.212 -7.422 2.713 0.0 0.0 0.0
C -1.990 9.247 0.973 0.0 0.1 0.0
C -0.020 -0.605 1.388 -0.3 -0.2 0.1
O -2.891 6.012 0.088 0.0 0.0 0.0
H 5.639 -2.671 5.902 0.0 0.1 0.0
O -2.583 -3.524 -2.857 0.1 0.0 0.0
H -5.954 -2.342 -4.175 0.0 0.0 -0.1
C 2.805 -0.967 2.817 0.2 0.3 -0.1
H 0.533 3.842 -2.274 0.1 0.0 0.0
H -1.754 -5.550 6.332 0.0 0.0 0.0
O 4.396 -2.064 8.297 0.0 0.0 0.0
C -0.115 -0.368 2.907 -0.2 0.2 -0.2
H -5.303 -2.920 -5.718 0.0 0.0 0.0
C 5.576 -2.438 8.785 0.0 0.0 0.0
C -1.295 1.411 -8.891 0.0 0.2 -0.1
H -0.002 4.053 0.248 0.0 0.0 0.0
H -2.145 4.492 1.288 0.0 0.1 0.0
H -2.057 -0.009 0.946 0.0 0.1 0.1
H -0.178 -1.672 1.203 0.1 0.1 0.0
C 0.898 0.627 3.489 0.2 0.0 0.3
H 7.000 -4.421 9.889 0.0 0.0 0.0
H -4.637 -5.804 2.102 0.0 0.0 0.1
H -1.042 9.050 1.468 0.0 0.0 0.0
H -4.418 3.573 1.856 0.0 0.0 0.0
H -1.574 2.118 -0.140 -0.1 0.1 0.2
H 1.172 5.246 -1.434 0.0 0.0 0.0
H -3.505 -0.055 -3.554 0.7 2.6 0.3
H -7.156 4.950 -3.876 0.0 0.0 0.0
H -4.073 -0.899 -4.989 0.0 0.1 0.0
C 3.755 -1.175 1.693 0.2 0.0 -0.2
C -0.773 1.672 0.454 0.2 -0.3 -0.1
H 7.236 -0.863 -1.611 0.1 -0.1 0.0
O -0.892 -1.418 -6.891 0.0 -0.1 0.0
C 0.150 -2.297 -6.456 0.0 -0.1 0.1
C 6.400 -1.558 -1.688 -0.5 0.0 0.0
C -2.499 -5.491 3.496 0.0 0.4 -0.3
C 1.231 4.157 -1.496 0.0 0.3 0.2
H 1.684 3.697 0.557 -0.1 0.1 0.0
H 0.914 0.519 4.578 0.0 0.0 0.0
C 3.110 1.447 2.638 -0.2 -0.4 -0.1
C 0.550 2.018 -0.231 0.2 0.4 0.2
C -3.886 -1.858 -4.510 -0.2 -0.5 -0.4
H -1.039 -0.236 -0.454 0.0 0.0 0.1
C 0.870 3.529 -0.151 -0.2 -0.1 -0.2
H -0.763 2.117 1.454 -0.2 0.1 0.0
H -6.473 3.374 -4.300 0.0 0.0 0.0
H 0.522 1.717 -1.282 0.0 -0.1 0.0
C 4.446 -1.310 7.073 -0.1 0.2 -0.2
H -2.072 1.004 -3.596 0.1 0.3 0.0
C -4.295 4.596 1.502 0.0 0.2 0.0
H 2.252 3.917 -1.799 -0.1 -0.2 -0.1
H 2.796 2.481 2.723 0.1 0.0 0.2
O 2.458 -1.851 3.563 -0.3 -0.3 0.1
H -7.316 3.583 -2.761 0.0 0.1 0.0
H -0.483 -4.443 6.867 0.0 0.0 0.0
O -2.134 6.837 2.054 0.0 0.0 0.0
H 3.209 -3.218 1.302 0.0 0.0 0.0
C -0.484 -0.413 -7.668 -0.1 0.1 0.0
H -1.696 -3.525 4.859 -0.1 -0.1 0.0
O -4.724 3.350 -2.165 0.0 0.0 0.1
O -3.628 -1.535 -3.131 -1.1 -4.4 0.2
O -3.542 1.546 -2.220 -0.1 0.4 0.1
H 5.216 0.549 -4.066 0.0 0.0 0.0
H 6.102 0.610 0.012 0.0 0.0 0.0
H 6.755 -2.589 -1.723 0.3 0.1 0.0
H -2.345 -0.083 -2.215 -0.1 0.4 0.0
H -0.438 1.967 -8.513 0.0 -0.1 0.0
H -2.178 2.040 -8.796 0.0 -0.1 0.1
H -2.745 9.508 1.714 0.0 0.0 0.0
H -1.877 10.057 0.259 0.0 0.0 0.0
C 3.830 -2.384 1.002 0.3 0.3 -0.1
O 5.359 -3.148 9.895 0.0 0.0 0.0
C -0.804 -5.095 6.056 -0.1 -0.2 -0.1
C 4.472 1.163 2.109 -0.2 -0.2 0.0
H -0.191 0.376 -10.428 0.0 0.0 0.0
H 6.228 -4.083 11.458 0.0 0.0 0.0
H 3.478 -0.814 7.018 0.0 -0.1 0.1
C -5.079 -2.774 -4.661 0.0 0.0 0.2
H -0.067 -5.890 5.934 0.1 0.0 0.0
C -1.048 0.170 0.564 0.4 0.1 -0.4
C 5.610 -1.294 -2.982 -0.3 0.2 0.3
H -4.885 -3.747 -4.212 0.0 0.0 0.0
O -3.938 2.630 -4.161 0.0 0.0 -0.1
C 2.297 0.438 2.974 0.0 0.2 -0.2
C -5.356 4.467 -2.813 -0.1 0.2 -0.1
H -0.995 1.856 -10.968 0.0 0.0 0.0
C 4.659 -2.197 5.868 0.2 -0.2 0.2
C 6.546 -3.652 10.513 0.0 0.0 0.1
O -1.228 -5.128 3.638 0.1 -0.1 0.0
H 7.261 -2.852 10.688 0.0 0.0 0.0
H -0.035 -1.319 3.431 0.1 0.0 0.0
O -1.555 0.290 -8.028 0.0 -0.1 0.0
H 4.784 -2.011 -2.990 0.1 -0.1 -0.2
H -3.053 4.017 -0.150 0.0 0.1 -0.1
C -4.060 2.520 -2.969 0.2 -0.2 0.2
H -2.018 -2.404 0.624 -0.1 0.0 -0.1
C -0.934 -4.300 4.776 0.2 0.3 0.1
O -2.600 -6.163 2.347 0.0 -0.1 0.0
C 5.514 -1.420 -0.475 -0.1 0.0 0.3
O 0.657 -0.182 -7.971 0.0 0.0 0.0
H -2.824 -3.809 -0.109 0.0 0.0 -0.1
O -3.412 -5.202 4.223 0.0 -0.1 0.1
C 5.465 -0.230 0.259 -0.2 -0.3 0.2
H 5.453 0.803 -2.345 0.0 0.0 0.0
C 5.019 0.126 -3.081 0.1 -0.1 -0.2
H -1.115 0.018 3.126 0.0 0.0 0.1
C -6.654 4.067 -3.479 0.0 -0.2 0.0
C -2.987 -2.471 -2.435 -0.1 -0.4 0.0
H -4.660 4.914 -3.522 0.0 -0.1 0.0
H 1.373 1.479 0.245 0.0 -0.1 -0.1
H 3.937 0.122 -2.952 0.0 0.1 0.2
O 5.418 1.885 2.301 0.2 0.4 -0.1
H -5.161 4.859 0.893 0.0 -0.1 0.0
H -2.989 -2.286 -4.956 0.0 0.0 0.1
C -2.188 -2.947 -0.302 0.1 -0.1 0.2
H 0.533 -2.874 -7.296 0.0 0.0 0.0
H 0.601 1.660 3.296 0.0 0.0 -0.1
O -2.841 -2.029 -1.184 -0.1 -0.1 -0.1
H -1.941 0.388 -10.670 0.0 0.1 0.0
H 0.960 -1.736 -5.993 0.0 0.0 0.0
H 0.011 -3.823 4.521 0.0 0.0 0.0
H -4.269 5.262 2.365 0.0 0.0 0.0
H -5.534 5.184 -2.013 0.0 0.0 0.1
H 4.594 -1.607 4.958 0.0 0.0 0.0
H -3.872 -6.994 1.019 0.0 0.0 0.0
C 4.582 -0.106 1.329 -0.1 -0.4 -0.3
C -2.826 0.548 -2.956 0.7 1.7 -0.6
H -1.238 -3.275 -0.717 0.0 0.0 0.0
H 5.217 -0.544 7.150 0.1 -0.1 0.0
O 6.656 -2.177 8.323 0.0 0.0 0.0
H 6.238 -1.493 -3.850 0.1 -0.1 0.1
C -2.453 6.970 0.901 0.0 0.0 -0.1
C -1.091 0.980 -10.326 0.0 -0.2 0.0
C -3.026 4.712 0.688 -0.1 -0.4 0.0
H 4.751 -3.432 -0.624 0.0 0.0 0.0
C -3.920 -6.620 2.037 0.0 -0.1 -0.1
```
Positions in Å, forces in eV/Å.

The value obtained for the HOMO-LUMO gap is 0.320 hartree. The calculation puts the HOMO energy at -9.53 eV. The total energy is -3265.10863 a.u. The structure (SMILES) is CCCCCCCCC1=CC(=O)c2cc(CCC)ccc2C1=O.CCOC(=O)OC.CCOC(=O)OC.CCOC(=O)OC.CCOC(=O)OC.CCOC(=O)OC.CCOC(=O)OC. Its net charge is 0.